99
Properties=species:S:1:pos:R:3:forces:R:3:mulliken_charge:R:1 method="wB97M-V/def2-TZVPD" e_above_lowest_kj_mol=0.00 lumo_energy_ev=2.30 spin_multiplicity=1 orbital_gap_ev=5.210 charge=-1
Ba -0.833 -0.319 -0.199 0.897 0.598 0.658 1.54
Cl -2.337 1.539 -5.098 -0.035 -0.194 -0.303 -0.32
Cl -2.684 0.080 -2.285 0.039 0.048 0.047 -0.66
Si -2.776 -0.488 -5.423 -0.615 0.056 -0.198 0.60
O 0.011 -0.121 2.357 1.122 0.789 0.818 -0.72
O -0.570 2.241 -0.102 -0.506 -1.081 0.172 -0.49
O -1.103 -2.922 -0.572 0.402 -1.561 -1.820 -0.72
O -2.993 0.322 1.224 -0.445 1.302 1.053 -0.77
N 1.360 0.252 4.154 0.077 -0.030 0.254 0.86
N -0.743 -4.989 -1.468 -0.115 -0.430 -0.281 0.30
N -3.563 2.554 1.300 -0.297 -0.352 0.472 0.39
N 4.333 -3.411 -1.363 0.627 0.419 -1.089 0.24
C 1.539 4.060 4.155 0.092 -0.061 -0.115 -0.63
C 2.210 -3.176 3.020 -0.761 0.040 -0.565 -0.62
C 2.467 4.010 3.108 0.005 0.072 0.065 -0.65
C 1.425 -2.822 1.884 1.253 -0.831 2.445 -0.73
C -4.288 -1.156 -4.519 -0.083 0.075 0.440 -0.87
C 3.421 -2.351 0.646 1.557 0.016 1.993 0.46
C -0.190 3.319 2.631 -0.045 0.015 0.220 0.66
C 2.068 -2.379 0.776 -2.418 0.860 -3.189 0.82
C 2.613 0.765 4.694 -0.033 -0.161 -0.157 -1.06
C 3.597 -3.033 2.967 0.129 0.117 0.404 -0.69
C -0.766 4.537 -1.890 -0.202 -0.025 -0.208 -1.55
C -0.540 4.564 -0.414 0.179 0.342 1.197 0.07
C -1.192 -1.502 -5.320 0.055 0.107 -0.018 -0.69
C 3.219 -4.130 -1.913 0.054 -0.150 0.413 -0.81
C -3.220 1.372 1.855 0.076 -0.497 -1.189 0.24
C 5.438 -4.196 -0.894 -0.436 -0.122 0.206 -0.94
C 0.204 3.330 0.103 0.257 -0.546 -0.068 0.03
C 2.052 3.677 1.814 -0.168 0.251 0.257 -0.50
C 4.063 -2.154 -0.690 0.171 -0.009 0.003 -1.95
C 0.499 -0.512 5.044 0.233 0.048 0.018 -1.08
C -1.770 6.727 0.024 -0.478 0.442 -0.090 -1.58
C -0.981 5.521 0.418 0.356 -0.190 -0.485 0.26
C -0.422 -5.781 -2.650 0.069 0.149 0.174 -0.91
C -3.379 -0.445 -7.225 0.315 -0.009 0.069 -1.06
C 1.044 0.360 2.857 -0.781 -0.523 -0.786 -0.18
C -0.737 -3.654 -1.521 -0.500 1.389 1.655 0.61
C -3.853 3.712 2.135 0.261 -0.152 -0.079 -0.81
C -1.216 -5.689 -0.278 0.168 -0.027 -0.242 -0.98
C -3.749 2.739 -0.134 0.260 0.231 -0.280 -0.68
C 0.701 3.428 1.563 0.015 0.357 -0.773 0.24
C 0.224 3.648 3.926 -0.126 -0.066 -0.300 -0.64
C 4.220 -2.588 1.801 -0.344 -0.153 -0.989 -0.38
H 2.599 -4.602 -1.129 -0.141 0.019 -0.170 0.28
H -5.185 -0.656 -4.900 0.097 -0.068 -0.117 0.26
H -3.158 1.412 2.961 0.012 -0.048 -0.259 0.20
H -1.404 -2.554 -5.545 -0.036 0.108 0.022 0.31
H 0.342 -2.925 1.933 -0.070 0.146 0.113 0.22
H -1.217 2.989 2.424 0.536 0.268 0.054 -0.23
H 5.668 -4.955 -1.652 0.140 0.072 0.108 0.33
H -1.313 3.632 -2.189 0.146 0.114 0.131 0.24
H -4.343 0.079 -7.263 0.202 -0.091 0.005 0.25
H 5.028 -1.642 -0.569 -0.063 0.070 -0.184 0.57
H 3.618 -4.922 -2.563 -0.177 0.109 -0.033 0.37
H 1.716 -3.547 3.924 0.243 -0.009 -0.055 0.48
H -4.724 3.220 -0.309 0.094 -0.242 0.097 0.39
H 1.790 0.915 2.249 -0.327 -0.241 0.292 0.36
H -4.260 -1.006 -3.428 0.007 -0.157 -0.729 0.20
H 3.284 -0.060 4.982 -0.198 0.149 -0.123 0.32
H -2.297 6.622 -0.938 0.218 0.019 0.378 0.38
H -0.499 3.606 4.744 0.249 0.055 -0.170 0.38
H -4.392 -2.230 -4.707 0.023 -0.007 -0.194 0.31
H -0.374 -3.238 -2.482 -0.130 -0.121 0.353 -0.13
H -1.302 -6.343 -2.998 0.175 0.178 0.082 0.32
H -2.969 3.419 -0.508 -0.175 -0.344 0.114 0.06
H 2.417 1.382 5.582 0.007 -0.076 -0.249 0.32
H -3.121 4.514 1.948 -0.166 -0.246 0.046 0.17
H 3.392 -1.577 -1.341 0.159 0.031 0.231 0.17
H 3.515 4.262 3.296 -0.344 -0.067 -0.040 0.35
H -0.697 -1.448 -4.345 -0.219 0.088 -0.110 0.00
H -3.513 -1.449 -7.648 0.002 0.120 0.083 0.32
H -1.436 -4.956 0.502 0.085 -0.164 -0.196 0.21
H 5.305 -2.462 1.733 -0.163 -0.119 0.240 0.34
H 0.199 4.511 -2.415 -0.142 0.024 0.081 0.37
H 0.374 0.040 5.982 -0.070 -0.034 -0.121 0.35
H -3.799 3.405 3.187 -0.053 0.215 -0.184 0.29
H 4.201 -3.271 3.848 -0.160 0.094 -0.210 0.34
H -0.465 -0.668 4.554 0.204 0.019 0.102 0.24
H -1.322 5.415 -2.225 0.094 -0.103 -0.125 0.35
H -0.484 -1.137 -6.077 -0.154 -0.055 0.145 0.30
H -0.086 -5.101 -3.446 -0.088 -0.310 0.224 0.25
H -0.442 -6.387 0.061 -0.091 0.171 0.032 0.31
H 2.582 -3.447 -2.494 0.116 -0.194 0.151 0.15
H -2.114 -6.270 -0.524 0.056 0.138 0.069 0.33
H 6.316 -3.552 -0.737 -0.166 -0.171 -0.030 0.27
H 0.378 -6.501 -2.425 -0.145 0.222 -0.055 0.31
H 0.957 -1.484 5.273 -0.112 0.137 -0.091 0.27
H 1.106 3.236 -0.540 0.356 0.360 0.194 0.32
H -2.666 0.105 -7.849 -0.112 -0.089 -0.021 0.27
H -0.715 5.491 1.476 -0.009 -0.155 -0.273 0.53
H -3.680 1.788 -0.678 0.026 0.282 0.282 0.06
H 1.832 4.424 5.142 0.012 -0.266 -0.244 0.40
H 5.213 -4.721 0.052 0.201 -0.005 0.016 0.30
H -4.857 4.103 1.909 0.204 -0.167 0.109 0.32
H 3.107 1.382 3.935 -0.148 -0.181 0.239 0.29
H -1.137 7.626 -0.039 -0.117 -0.172 -0.005 0.31
H -2.529 6.942 0.793 0.089 0.012 -0.205 0.33
H 2.757 3.649 0.973 -0.254 0.127 0.395 0.35